# 1
Here is a molecular structure, C46H62BaN4O4SSe2Si2 in a non-equilibrium geometry from OMol25. Energies are from ωB97M-V/def2-TZVPD.

The HOMO-LUMO gap is 6.2 eV. The charge is -2.

Positions of all 122 atoms, in Å:
1 Ba -0.011 0.547 0.355
2 C -5.801 1.416 -1.494
3 Se -4.450 0.036 -1.122
4 C -3.913 -0.351 -2.974
5 C -3.499 0.843 -3.813
6 Se -1.540 1.188 -3.886
7 C -1.645 3.140 -3.840
8 H -6.273 1.211 -2.454
9 H -5.335 2.401 -1.488
10 H -6.543 1.367 -0.700
11 H -4.769 -0.857 -3.435
12 H -3.107 -1.080 -2.867
13 H -3.934 1.768 -3.437
14 H -3.830 0.688 -4.847
15 H -2.364 3.489 -4.583
16 H -0.652 3.518 -4.072
17 H -1.932 3.454 -2.841
18 O 1.663 2.233 0.145
19 C 2.684 2.087 -0.824
20 C 2.295 0.761 -1.649
21 O 3.209 0.154 -2.187
22 O 1.078 0.534 -1.661
23 C 4.027 1.996 -0.130
24 C 4.700 3.173 0.190
25 C 5.917 3.137 0.846
26 C 6.479 1.923 1.201
27 C 5.804 0.751 0.909
28 C 4.581 0.785 0.261
29 C 2.669 3.147 -1.888
30 C 3.737 3.214 -2.783
31 C 3.724 4.114 -3.830
32 C 2.648 4.970 -4.003
33 C 1.583 4.908 -3.119
34 C 1.583 3.998 -2.076
35 H 1.879 2.980 0.714
36 H 4.272 4.128 -0.085
37 H 6.432 4.062 1.075
38 H 7.437 1.895 1.704
39 H 6.237 -0.200 1.186
40 H 4.063 -0.134 0.042
41 H 4.562 2.528 -2.661
42 H 4.558 4.144 -4.519
43 H 2.633 5.667 -4.830
44 H 0.743 5.576 -3.252
45 H 0.726 3.933 -1.422
46 C 1.126 -2.999 -4.401
47 C 0.119 -2.071 -3.724
48 C -1.188 -2.761 -3.467
49 C -2.151 -2.829 -4.462
50 C -3.373 -3.444 -4.242
51 C -3.648 -3.973 -2.993
52 C -2.702 -3.945 -1.982
53 C -3.000 -4.553 -0.637
54 C -2.800 -6.069 -0.632
55 C -1.442 -3.368 -2.225
56 N -0.491 -3.378 -1.226
57 C 0.248 -4.418 -1.072
58 C 1.145 -4.687 -0.021
59 C 1.856 -5.895 0.142
60 C 2.560 -5.773 1.328
61 C 2.243 -4.503 1.824
62 N 1.403 -3.851 1.030
63 H 2.030 -2.447 -4.646
64 H 0.705 -3.411 -5.320
65 H 1.391 -3.822 -3.741
66 H -0.056 -1.210 -4.378
67 H 0.530 -1.696 -2.784
68 H -1.937 -2.387 -5.428
69 H -4.115 -3.495 -5.031
70 H -4.610 -4.432 -2.804
71 H -4.033 -4.324 -0.360
72 H -2.336 -4.106 0.104
73 H -3.448 -6.545 -1.368
74 H -3.025 -6.480 0.352
75 H -1.766 -6.310 -0.871
76 H 0.178 -5.246 -1.804
77 H 1.825 -6.739 -0.529
78 H 3.218 -6.502 1.776
79 H 2.589 -4.049 2.738
80 C 1.232 0.777 6.113
81 Si 1.225 0.436 4.199
82 C 2.884 1.215 3.647
83 C 1.350 -1.465 4.129
84 C -0.177 1.015 3.104
85 C -1.279 0.049 3.062
86 C -1.966 -0.364 4.215
87 C -2.995 -1.271 4.127
88 C -3.347 -1.765 2.876
89 C -2.633 -1.306 1.788
90 N -1.643 -0.435 1.873
91 Si -0.829 2.738 3.424
92 C -2.686 2.856 3.005
93 C -0.744 3.458 5.218
94 C 0.141 4.083 2.456
95 H 1.991 0.188 6.626
96 H 0.274 0.531 6.565
97 H 1.432 1.822 6.327
98 H 3.674 1.014 4.366
99 H 2.794 2.294 3.556
100 H 3.200 0.821 2.688
101 H 2.257 -1.847 4.591
102 H 1.329 -1.812 3.104
103 H 0.504 -1.919 4.640
104 H -1.674 0.053 5.165
105 H -3.529 -1.585 5.016
106 H -4.146 -2.480 2.751
107 H -2.875 -1.644 0.788
108 H -3.292 2.402 3.784
109 H -2.887 2.319 2.086
110 H -3.026 3.877 2.868
111 H -1.135 2.753 5.943
112 H -1.316 4.378 5.312
113 H 0.281 3.678 5.496
114 H -0.106 4.059 1.401
115 H 1.212 3.939 2.574
116 H -0.097 5.076 2.832
117 S -3.565 4.183 -0.731
118 C -2.459 3.054 -0.458
119 N -1.643 2.239 -0.281
120 O 1.625 -1.291 0.461
121 H 1.837 -1.411 -0.469
122 H 1.441 -2.237 0.759

***

# 2
Here is a molecular structure, C46H62Br4CsFN4O5SSe in a non-equilibrium geometry from OMol25. Energies are from ωB97M-V/def2-TZVPD.

The HOMO-LUMO gap is 5.1 eV. The charge is -2.

Positions of all 125 atoms, in Å:
1 Cs -0.174 -0.265 2.512
2 Br -6.924 -0.316 6.408
3 C -5.539 -0.778 5.186
4 C -5.790 -1.610 4.121
5 Br -7.524 -2.351 3.852
6 C -4.745 -1.901 3.220
7 Br -5.082 -2.893 1.624
8 C -3.427 -1.460 3.375
9 O -2.477 -1.724 2.568
10 C -3.148 -0.591 4.538
11 O -1.961 -0.142 4.720
12 C -4.236 -0.266 5.361
13 Br -3.855 0.958 6.776
14 C 4.751 -3.016 1.746
15 C 3.897 -3.229 0.496
16 C 2.413 -3.341 0.847
17 C 4.157 -2.245 -0.636
18 C 4.682 -2.760 -1.819
19 C 4.912 -1.957 -2.927
20 C 4.541 -0.623 -2.864
21 C 3.990 -0.072 -1.710
22 C 3.493 1.361 -1.795
23 C 2.025 1.513 -1.383
24 C 4.364 2.377 -1.051
25 C 3.871 -0.865 -0.549
26 N 3.406 -0.295 0.630
27 C 4.316 0.224 1.453
28 C 5.733 0.185 1.335
29 C 6.566 0.758 2.287
30 C 6.071 1.410 3.408
31 C 4.681 1.490 3.553
32 C 3.876 0.916 2.612
33 F 2.519 1.051 2.730
34 H 4.635 -3.872 2.415
35 H 4.445 -2.121 2.283
36 H 5.807 -2.914 1.493
37 H 4.182 -4.208 0.088
38 H 2.003 -2.422 1.259
39 H 2.265 -4.131 1.588
40 H 1.835 -3.591 -0.042
41 H 4.913 -3.819 -1.872
42 H 5.336 -2.373 -3.834
43 H 4.660 0.007 -3.742
44 H 3.553 1.620 -2.861
45 H 1.922 1.369 -0.308
46 H 1.398 0.775 -1.891
47 H 1.670 2.513 -1.650
48 H 4.308 2.235 0.026
49 H 4.022 3.390 -1.281
50 H 5.410 2.288 -1.350
51 H 6.177 -0.309 0.479
52 H 7.640 0.688 2.143
53 H 6.730 1.849 4.145
54 H 4.228 2.003 4.393
55 O -0.258 -2.596 4.347
56 H -0.912 -2.664 3.630
57 H -0.584 -1.801 4.800
58 O -1.148 3.280 -0.783
59 H -0.326 3.079 -1.248
60 H -0.928 3.152 0.156
61 C -6.719 0.669 1.913
62 C -5.915 1.638 1.047
63 C -4.469 1.506 1.238
64 N -3.337 1.415 1.389
65 H -7.785 0.829 1.754
66 H -6.497 0.799 2.971
67 H -6.481 -0.357 1.644
68 H -6.175 2.678 1.256
69 H -6.127 1.458 -0.010
70 C -1.899 5.754 2.838
71 C -2.373 4.384 3.288
72 S -1.075 3.122 3.112
73 O -0.324 3.457 1.863
74 C -0.019 3.570 4.508
75 C -0.656 3.060 5.798
76 H -2.731 6.460 2.825
77 H -1.476 5.688 1.837
78 H -1.131 6.146 3.506
79 H -3.184 4.003 2.666
80 H -2.707 4.353 4.324
81 H 0.200 4.638 4.504
82 H 0.903 3.033 4.279
83 H -1.518 3.664 6.082
84 H 0.058 3.091 6.620
85 H -1.000 2.030 5.675
86 C 1.136 -4.682 -5.121
87 C 0.405 -3.461 -5.666
88 C 1.273 -2.204 -5.671
89 C 1.514 -1.618 -4.283
90 N 0.320 -1.003 -3.732
91 C -0.417 -1.479 -2.686
92 Se -0.269 -3.123 -1.928
93 N -1.332 -0.522 -2.374
94 C -2.214 -0.542 -1.212
95 C -3.687 -0.759 -1.543
96 C -4.034 -2.129 -2.127
97 C -3.699 -2.290 -3.608
98 C -1.181 0.562 -3.222
99 C -1.847 1.771 -3.300
100 C -1.408 2.676 -4.257
101 C -0.340 2.378 -5.107
102 C 0.324 1.160 -5.029
103 C -0.123 0.261 -4.077
104 H 0.482 -5.554 -5.121
105 H 1.455 -4.519 -4.093
106 H 2.017 -4.912 -5.728
107 H -0.490 -3.279 -5.064
108 H 0.067 -3.662 -6.687
109 H 0.808 -1.438 -6.298
110 H 2.247 -2.432 -6.116
111 H 2.289 -0.852 -4.322
112 H 1.846 -2.375 -3.574
113 H -2.095 0.411 -0.691
114 H -1.868 -1.345 -0.559
115 H -4.041 0.030 -2.218
116 H -4.214 -0.641 -0.594
117 H -5.106 -2.291 -1.987
118 H -3.524 -2.899 -1.544
119 H -4.133 -1.477 -4.196
120 H -4.094 -3.233 -3.991
121 H -2.624 -2.299 -3.777
122 H -2.629 2.026 -2.601
123 H -1.891 3.641 -4.329
124 H -0.016 3.114 -5.832
125 H 1.162 0.932 -5.672

***

We obtain relative energy (zero: lowest compared OMol25 entry of this formula, charge and spin) values of 18.4 0.0 kJ/mol for the records listed above, in that order.
We obtain LUMO values of 3.9 3.4 eV for the records listed above, in that order.
We obtain highest occupied orbital energy values of -2.30 -1.67 eV for the records listed above, in that order.